Entry 1:
Entry from OMol25: an isolated ion of composition C5H8NO4 and charge -1 (the ωB97M-V functional and the def2-TZVPD basis).

Atoms and positions in Å:
C: -0.30053 0.54049 -1.89872
C: -0.78901 0.64110 -0.58660
C: -0.72998 -1.62323 -1.06152
C: -1.83561 1.98498 1.24594
C: 1.53506 -1.69637 -0.52000
N: -0.97455 -0.56658 0.01445
O: -0.92475 -0.82543 1.31600
O: -0.61710 -0.87376 -2.21244
O: -1.03967 1.90361 0.12061
O: 0.36381 -2.41581 -0.90350
H: -0.58286 1.19170 -2.64224
H: -1.69229 -2.31385 -1.12578
H: -2.21303 2.98814 1.19256
H: -1.26201 1.70094 2.17933
H: -2.63957 1.21172 1.38919
H: 1.68504 -1.89650 0.56991
H: 1.37169 -0.60623 -0.61595
H: 2.43934 -1.97496 -1.15575

Atoms 1-2, force components in eV/Å:
-0.8007 -1.6665 2.8250
-0.4081 1.0015 1.6336

Results
Gap between HOMO and LUMO   5.97 eV
DFT total energy   -14990.490 eV
LUMO energy   3.958 eV
Charge   -1
Structure (SMILES)   COC1=CO[C@@H](OC)N1[O-]

Atom-resolved charges from Löwdin, all expressed in e: C -0.08; C -0.23; C -0.41; C -0.17; C -0.09; N -0.19; O -0.24; O -0.09; O -0.11; O -0.11; H 0.04; H 0.18; H 0.07; H 0.09; H 0.09; H 0.09; H 0.07; H 0.10

***

Entry 2:
Entry from OMol25: an isolated ion of composition C5H8NO5 and charge -1 (the ωB97M-V functional and the def2-TZVPD basis).

Atoms and positions in Å:
C: 1.88497 0.05934 0.04598
C: -0.41054 -1.82378 0.74110
C: 0.08356 1.88637 -0.52695
C: -0.60380 -0.29648 0.51578
C: 0.39742 0.36405 -0.50012
N: -2.00496 -0.02085 0.04872
O: 2.58864 -0.52370 -0.77830
O: 2.04767 0.38952 1.18962
O: -2.50286 1.05958 0.43104
O: -2.70079 -0.83501 -0.61903
O: 0.26461 -0.17265 -1.78751
H: -0.09181 -2.31887 -0.10879
H: 0.33835 -1.98071 1.44363
H: -1.37918 -2.27510 1.03451
H: -0.09171 2.29481 0.44523
H: 0.82830 2.46153 -1.09467
H: -0.91726 2.22502 -1.03874
H: -0.33537 0.30823 1.42423
H: 1.13628 -0.71437 -1.82275

Atoms 1-2, force components in eV/Å:
-2.4316 -0.0225 -1.5626
-2.4231 1.7676 0.1599

Results
Gap between HOMO and LUMO   8.44 eV
DFT total energy   -17041.514 eV
LUMO energy   3.446 eV
Charge   -1
Structure (SMILES)   C[C@H]([N+](=O)[O-])[C@](C)(O)C(=O)[O-]

Atom-resolved charges from Löwdin, all expressed in e: C -0.71; C -0.01; C -0.04; C -0.19; C -0.45; N -0.31; O -0.01; O 0.02; O 0.01; O 0.03; O -0.05; H 0.05; H 0.06; H 0.09; H 0.06; H 0.08; H 0.10; H 0.16; H 0.11

***

Entry 3:
Entry from OMol25: an isolated ion of composition C5H8NOS and charge +1 (the ωB97M-V functional and the def2-TZVPD basis).

Atoms and positions in Å:
C: -3.09706 -1.23530 0.05643
C: -2.06617 0.89247 -0.07436
C: 1.33836 0.85983 0.38164
C: 2.15099 -0.28093 -0.09318
C: 0.78033 -0.05585 -0.71412
N: -2.00693 -0.55164 -0.16356
O: -3.07632 1.45599 0.18425
S: -0.35707 -1.30658 -0.11921
H: -3.23124 -2.33002 0.25712
H: -4.10011 -0.75385 0.14306
H: -1.13463 1.36277 -0.31428
H: 0.74949 0.83474 1.38422
H: 1.59469 1.85259 0.06920
H: 2.94872 -0.11791 -0.73427
H: 2.20792 -1.08593 0.73733
H: 0.72464 0.27745 -1.84081

Atoms 1-2, force components in eV/Å:
-0.5916 -0.0927 0.2280
-1.2718 1.3299 -0.3787

Results
Gap between HOMO and LUMO   8.05 eV
DFT total energy   -19677.313 eV
LUMO energy   -6.009 eV
Charge   +1
Structure (SMILES)   C=[N+](C=O)SC1CC1

Atom-resolved charges from Löwdin, all expressed in e: C 0.15; C -0.24; C -0.18; C -0.15; C -0.58; N -0.30; O 0.17; S 1.07; H 0.14; H 0.14; H 0.12; H 0.15; H 0.10; H 0.09; H 0.15; H 0.16